1.
ORCA calculation (ωB97M-V/def2-TZVPD) on an isolated ion of composition C5H10NO2 and charge +1.

Each line ends with the Mulliken charge.
CARTESIAN COORDINATES (ANGSTROEM)
1 O -0.71 0.88 3.10  -0.482
2 C -0.17 0.65 2.04  0.174
3 O 1.16 0.79 1.79  -0.413
4 C -0.74 0.21 0.72  0.610
5 C 0.24 -0.79 0.12  -1.104
6 C 0.01 -1.60 -1.03  -0.350
7 C 0.47 -1.27 -2.25  -0.832
8 N -0.70 1.41 -0.28  -0.405
9 H 1.79 0.96 2.54  0.354
10 H -1.86 -0.07 0.78  0.442
11 H 1.09 -0.20 -0.24  0.404
12 H 0.72 -1.36 0.86  0.585
13 H -0.59 -2.44 -0.90  0.413
14 H 0.20 -1.86 -3.09  0.302
15 H 1.28 -0.49 -2.51  0.205
16 H 0.23 1.58 -0.76  0.382
17 H -1.43 1.33 -1.01  0.382
18 H -0.99 2.28 0.11  0.333

Values from the calculation:
SMILES: C=CC[C@H]([NH3+])C(=O)O
Net charge: +1
Multiplicity: 1
Energy relative to the best compared isomer or geometry (same formula, charge and spin): 208.3 kJ/mol

***

2.
ORCA calculation (ωB97M-V/def2-TZVPD) on C10H18BeN6S as an isolated structure.

Each line ends with the Mulliken charge.
CARTESIAN COORDINATES (ANGSTROEM)
1 Be 0.33 -0.12 0.64  -0.205
2 C -2.03 1.79 -2.08  -1.853
3 C -1.13 0.91 -1.29  0.632
4 N -0.64 1.21 -0.14  0.308
5 N -0.93 2.43 0.40  -0.382
6 C -0.32 2.89 1.54  0.650
7 N -0.71 4.09 1.93  -0.358
8 S 0.84 2.01 2.34  -0.459
9 C -0.70 -0.42 -1.77  0.641
10 C -0.92 -0.89 -3.05  -0.803
11 C -0.44 -2.15 -3.39  -0.503
12 C 0.23 -2.89 -2.44  -0.857
13 C 0.42 -2.34 -1.18  0.252
14 N -0.02 -1.13 -0.85  0.120
15 H -2.79 2.26 -1.45  0.506
16 H -2.56 1.24 -2.85  0.443
17 H -1.46 2.59 -2.57  0.410
18 H -1.57 3.02 -0.10  0.224
19 H -1.39 4.66 1.45  0.195
20 H -0.28 4.49 2.76  0.237
21 H -1.45 -0.29 -3.78  0.345
22 H -0.59 -2.54 -4.39  0.470
23 H 0.61 -3.88 -2.65  0.437
24 H 0.94 -2.90 -0.41  0.324
25 N 2.09 -0.36 0.81  -0.253
26 C 2.26 -1.05 2.14  -0.607
27 C 1.04 -1.91 2.40  -0.549
28 N -0.18 -1.11 2.02  -0.192
29 H 2.53 -0.91 0.08  0.345
30 H 2.62 0.51 0.84  0.359
31 H 2.35 -0.28 2.91  0.316
32 H 3.17 -1.65 2.16  0.415
33 H 1.00 -2.21 3.44  0.439
34 H 1.06 -2.82 1.80  0.281
35 H -0.41 -0.49 2.79  0.347
36 H -0.98 -1.74 1.93  0.325

Values from the calculation:
Net charge: +2
Multiplicity: 1
DFT total energy: -1132.958671 Eh

***

3.
ORCA calculation (ωB97M-V/def2-TZVPD) on a 2-piece molecular cluster, C4H12N2O2 overall.

Each line ends with the Mulliken charge.
CARTESIAN COORDINATES (ANGSTROEM)
1 O -3.34 -0.70 -0.30  -0.468
2 C -2.41 0.04 -0.21  -0.271
3 C -1.14 -0.25 0.59  0.289
4 C -0.11 -0.79 -0.46  -1.052
5 C 1.09 0.05 -0.91  -0.256
6 N 1.17 -0.05 -2.38  -0.611
7 N -0.69 1.00 1.22  -0.567
8 H -2.36 1.03 -0.72  0.296
9 H -1.37 -1.05 1.28  0.377
10 H 0.25 -1.77 -0.14  0.320
11 H -0.70 -1.10 -1.33  0.512
12 H 0.86 1.09 -0.70  0.303
13 H 2.02 -0.31 -0.47  0.323
14 H 1.42 -0.97 -2.69  0.191
15 H 1.82 0.62 -2.79  0.203
16 H -0.91 1.01 2.20  0.240
17 H -1.06 1.83 0.78  0.207
18 H 1.14 -0.19 2.08  0.329
19 H 2.28 0.72 2.59  0.318
20 O 2.05 -0.20 2.37  -0.682

Values from the calculation:
SMILES: NCC[C@@H](N)C=O.O
Multiplicity: 1
Energy relative to the best compared isomer or geometry (same formula, charge and spin): 231.8 kJ/mol

***

4.
ORCA calculation (ωB97M-V/def2-TZVPD) on one molecule with the formula C4H6ClN3O2S.

Each line ends with the Mulliken charge.
CARTESIAN COORDINATES (ANGSTROEM)
1 C -0.19 -1.36 -0.45  -0.382
2 C -0.82 -0.19 -0.43  -0.118
3 C 0.68 0.92 -0.26  0.208
4 C 2.96 0.19 -0.35  -0.848
5 N 1.15 -1.32 -0.39  -0.831
6 N 1.52 -0.06 -0.37  0.654
7 N -2.74 -0.22 1.47  -0.589
8 O -2.31 1.81 0.15  -0.584
9 O -3.41 -0.16 -0.89  -0.626
10 S -2.41 0.41 -0.01  1.186
11 Cl 0.62 2.56 -0.55  -0.097
12 H -0.65 -2.27 -0.36  0.567
13 H 3.28 0.64 -1.39  0.268
14 H 3.36 0.92 0.37  0.300
15 H 3.58 -0.73 -0.23  0.293
16 H -2.15 0.16 2.15  0.310
17 H -2.48 -1.29 1.55  0.289

Values from the calculation:
Multiplicity: 3
DFT total energy: -1328.889299 Eh
⟨S²⟩: 2.0326

***

5.
ORCA calculation (ωB97M-V/def2-TZVPD) on one molecule with the formula C4H7NO2.

Each line ends with the Mulliken charge.
CARTESIAN COORDINATES (ANGSTROEM)
1 O -0.97 -0.61 1.46  -0.559
2 C -0.97 -0.08 0.15  0.060
3 C -0.34 1.31 0.12  -0.473
4 O 1.08 1.27 0.31  -0.373
5 C 1.72 0.13 0.02  0.124
6 N 1.26 -0.95 -0.46  -0.528
7 C -0.16 -0.99 -0.77  -0.773
8 H -0.30 -1.30 1.49  0.379
9 H -2.02 0.00 -0.19  0.346
10 H -0.54 1.80 -0.84  0.313
11 H -0.73 1.92 0.93  0.321
12 H 2.78 0.22 0.25  0.415
13 H -0.31 -0.71 -1.82  0.367
14 H -0.51 -2.02 -0.67  0.382

Values from the calculation:
SMILES: O[C@@H]1CN=COC1
Multiplicity: 1
Energy relative to the best compared isomer or geometry (same formula, charge and spin): 139.4 kJ/mol

***

6.
ORCA calculation (ωB97M-V/def2-TZVPD) on a 2-piece molecular cluster, C4H9NO overall.

Each line ends with the Mulliken charge.
CARTESIAN COORDINATES (ANGSTROEM)
1 C 1.58 -1.11 -0.43  -0.904
2 C 2.26 1.09 -0.30  -0.291
3 N 1.44 0.25 0.12  -0.284
4 H 1.15 -1.88 0.19  0.253
5 H 2.66 -1.30 -0.53  0.408
6 H 1.16 -1.16 -1.44  0.302
7 H 2.14 2.12 0.06  0.238
8 H 3.06 0.97 -1.03  0.278
9 O -1.64 -0.19 -1.24  -0.452
10 C -2.36 -0.21 -0.28  0.115
11 C -2.07 0.44 1.04  -0.824
12 H -3.31 -0.74 -0.32  0.346
13 H -2.86 1.16 1.25  0.327
14 H -1.09 0.90 1.08  0.219
15 H -2.11 -0.33 1.82  0.269

Values from the calculation:
SMILES: C=NC.CC=O
Multiplicity: 1
Energy relative to the best compared isomer or geometry (same formula, charge and spin): 222.7 kJ/mol

***

Maximum force values (in eV/A) by entry order: 3.28, 0.39, 1.71, 8.18, 0.39, 1.26.